{"formula": "C40H62BN3O5P2S2Ti", "method": "ωB97M-V/def2-TZVPD", "elements": ["Ti", "C", "C", "C", "C", "P", "C", "N", "B", "N", "C", "P", "C", "C", "C", "C", "C", "C", "C", "C", "C", "C", "C", "C", "C", "C", "C", "C", "C", "C", "H", "H", "H", "H", "H", "H", "H", "H", "H", "H", "H", "H", "H", "H", "H", "H", "H", "H", "H", "H", "H", "H", "H", "H", "H", "H", "H", "H", "H", "H", "H", "H", "H", "H", "H", "H", "H", "H", "H", "H", "H", "H", "H", "H", "O", "S", "C", "C", "C", "C", "S", "O", "C", "C", "C", "C", "C", "C", "C", "C", "C", "C", "C", "C", "H", "H", "H", "H", "H", "H", "H", "H", "H", "H", "H", "H", "H", "H", "H", "H", "H", "H", "O", "N", "O", "O"], "positions_angstrom": [[-0.651425, 0.257036, -0.673484], [3.549363, 1.101401, 4.490982], [2.370908, 0.257499, 3.989697], [2.944937, -0.995051, 3.305743], [1.554101, -0.211761, 5.197689], [1.232471, 1.021052, 2.687765], [2.526576, 1.787309, 1.622489], [2.370119, 1.729709, 0.186493], [1.401468, 1.111332, -0.739859], [2.069968, 1.319900, -2.034286], [1.678701, 0.928665, -3.369271], [0.518514, -0.499244, -3.351997], [-0.306941, -0.284573, -5.025485], [-1.371092, 0.815482, -4.868591], [0.614430, 0.108988, -6.182423], [-1.056602, -1.577861, -5.368385], [1.724627, -1.956286, -3.408255], [0.921329, -3.215663, -3.060957], [2.503914, -2.193629, -4.698991], [2.730077, -1.732970, -2.270814], [3.243450, 2.034881, -1.885510], [4.160548, 2.477935, -2.822273], [5.292212, 3.159574, -2.370225], [5.493590, 3.386597, -1.017699], [4.564997, 2.942968, -0.072685], [3.440548, 2.273492, -0.521508], [0.383881, 2.545391, 3.374907], [1.220668, 3.452227, 4.277932], [-0.077967, 3.350985, 2.155743], [-0.858300, 2.083157, 4.145940], [4.273986, 0.439871, 4.974699], [3.247058, 1.841596, 5.227124], [4.073839, 1.617906, 3.688148], [3.496800, -1.584903, 4.042721], [3.636320, -0.747461, 2.499341], [2.160034, -1.625589, 2.886015], [1.233714, 0.623125, 5.818460], [0.668271, -0.775331, 4.898614], [2.168995, -0.866027, 5.822146], [3.469304, 1.288353, 1.866349], [2.654337, 2.828215, 1.946001], [2.570513, 0.654016, -3.943451], [1.203548, 1.760991, -3.897560], [-0.940564, 1.791284, -4.644190], [-2.084294, 0.574163, -4.086111], [-1.916368, 0.896688, -5.813897], [1.217967, 0.986148, -5.954420], [-0.012217, 0.366197, -7.041699], [1.278277, -0.692855, -6.492169], [-1.716305, -1.872283, -4.549583], [-0.380662, -2.404893, -5.587458], [-1.674424, -1.413614, -6.255255], [0.150347, -3.438194, -3.798737], [0.433703, -3.090513, -2.093661], [1.588747, -4.080916, -2.998429], [1.859734, -2.501253, -5.521452], [3.228388, -2.997872, -4.534148], [3.064859, -1.310538, -5.009503], [2.234136, -1.467105, -1.334370], [3.447207, -0.943885, -2.499665], [3.289529, -2.660183, -2.112040], [4.008465, 2.313064, -3.880693], [6.017340, 3.518857, -3.088366], [6.378007, 3.915233, -0.687232], [4.726603, 3.131057, 0.980357], [2.198164, 3.689872, 3.857497], [1.368355, 3.013396, 5.264359], [0.687568, 4.396710, 4.419393], [0.755196, 3.739686, 1.568061], [-0.668410, 4.205076, 2.500362], [-0.714012, 2.765427, 1.486570], [-1.355769, 2.947810, 4.595625], [-1.559830, 1.590879, 3.476790], [-0.618261, 1.393532, 4.950485], [-2.404245, 0.423249, 0.849270], [-3.868719, 0.218968, 0.413757], [-4.564661, -0.804680, 1.806399], [-3.499936, -1.396025, 2.710583], [-2.535297, -2.318319, 1.947357], [-1.105524, -2.167086, 2.443114], [0.125502, -2.528406, 1.189409], [-0.214339, -1.572778, 0.076613], [-0.456211, -4.105065, 0.608295], [-1.336893, -4.180629, -0.457154], [-1.767154, -5.432822, -0.873611], [-1.319056, -6.576095, -0.225400], [-0.431677, -6.482487, 0.838588], [0.015568, -5.236838, 1.255869], [-4.769108, 1.699694, 0.809486], [-6.078392, 1.777625, 0.360897], [-6.827332, 2.904350, 0.663947], [-6.260107, 3.942496, 1.390950], [-4.939219, 3.857697, 1.808234], [-4.183941, 2.731059, 1.515754], [-5.136545, -1.587958, 1.304874], [-5.253612, -0.175427, 2.366056], [-3.993980, -1.947653, 3.513820], [-2.949707, -0.581097, 3.180820], [-2.555500, -2.048205, 0.890320], [-2.852147, -3.360492, 2.012872], [-0.864223, -2.782195, 3.312833], [-0.871686, -1.121640, 2.664079], [-1.670598, -3.276564, -0.952265], [-2.449580, -5.511557, -1.708985], [-1.652650, -7.548998, -0.560355], [-0.075445, -7.375999, 1.333014], [0.726891, -5.150475, 2.068557], [-6.501510, 0.976171, -0.231843], [-7.848229, 2.980122, 0.314836], [-6.842398, 4.826056, 1.614789], [-4.489418, 4.676283, 2.354630], [-3.148187, 2.662993, 1.798575], [-3.187291, 1.771322, -1.409269], [-2.153047, 1.077918, -1.684045], [-2.197720, -0.230431, -2.006707], [-0.949939, 1.679634, -1.946680]], "forces_ev_per_a": [[-1.88, 0.00, -0.41], [-0.01, -0.01, 0.03], [0.01, -0.08, 0.05], [-0.01, 0.01, -0.02], [0.01, 0.03, -0.03], [-0.10, -0.12, -0.21], [0.08, -0.03, -0.03], [-0.08, -0.01, -0.07], [1.01, 0.50, -0.01], [-0.14, 0.08, 0.05], [-0.03, 0.06, -0.06], [0.51, -0.11, 0.47], [-0.30, -0.10, 0.09], [0.01, 0.06, -0.05], [-0.04, -0.04, -0.02], [0.07, -0.01, -0.01], [-0.14, -0.05, -0.05], [-0.03, 0.03, 0.03], [0.03, 0.03, 0.00], [0.02, -0.01, 0.04], [-0.01, -0.11, -0.07], [0.08, 0.05, -0.02], [-0.05, -0.02, 0.00], [-0.03, -0.02, 0.03], [0.06, 0.03, -0.05], [-0.05, -0.01, 0.13], [0.00, -0.04, 0.12], [0.00, -0.02, 0.00], [-0.08, 0.04, -0.07], [0.01, 0.15, -0.02], [0.00, 0.01, 0.03], [-0.06, 0.06, 0.01], [0.03, -0.01, 0.04], [0.03, 0.01, 0.00], [-0.01, 0.02, -0.05], [0.01, 0.00, 0.04], [-0.04, 0.06, 0.02], [-0.05, -0.03, -0.04], [0.01, 0.01, 0.01], [-0.03, 0.01, 0.01], [0.04, -0.03, -0.05], [0.01, 0.05, 0.00], [-0.04, -0.01, 0.02], [0.04, 0.00, 0.03], [0.01, -0.04, -0.03], [0.04, 0.02, -0.03], [0.01, 0.05, 0.02], [0.01, -0.01, -0.02], [0.05, -0.05, 0.02], [-0.02, 0.01, 0.02], [0.02, 0.00, -0.02], [0.00, 0.02, -0.01], [0.01, -0.02, 0.00], [0.00, -0.01, -0.02], [0.02, 0.00, 0.00], [-0.03, 0.00, -0.01], [0.01, 0.00, 0.00], [-0.01, 0.02, -0.01], [-0.02, -0.01, 0.00], [0.00, 0.03, 0.00], [0.02, -0.01, -0.01], [0.00, 0.01, 0.00], [0.01, 0.00, -0.01], [0.00, 0.01, 0.01], [0.03, 0.00, 0.01], [0.01, 0.00, -0.03], [0.04, -0.05, 0.03], [0.00, 0.01, 0.03], [-0.03, 0.00, 0.00], [-0.01, 0.01, 0.00], [0.04, -0.07, -0.01], [-0.04, 0.01, -0.05], [-0.14, -0.10, -0.13], [0.05, -0.06, 0.11], [0.16, -0.02, 0.05], [0.43, -0.11, 0.16], [-0.04, 0.07, 0.03], [0.06, -0.05, -0.07], [-0.02, 0.07, 0.04], [-0.13, -0.02, 0.00], [0.17, -0.04, -0.06], [0.04, -0.55, 0.09], [0.04, 0.01, 0.10], [-0.09, -0.05, -0.04], [0.04, 0.07, 0.03], [0.01, -0.02, -0.01], [0.02, 0.06, 0.01], [-0.06, -0.11, -0.05], [-0.01, 0.07, -0.02], [0.02, 0.00, 0.05], [0.00, 0.02, -0.01], [0.02, -0.03, -0.02], [0.00, -0.02, 0.01], [-0.11, 0.06, -0.01], [-0.02, -0.02, 0.01], [-0.02, -0.04, 0.02], [-0.01, 0.03, 0.02], [0.05, 0.03, -0.02], [0.03, -0.04, 0.02], [-0.02, 0.01, 0.02], [0.00, 0.01, 0.02], [0.00, 0.01, 0.09], [0.03, 0.00, -0.02], [-0.01, -0.01, -0.01], [-0.02, -0.01, 0.00], [0.00, -0.01, -0.01], [0.02, 0.01, 0.01], [-0.01, -0.01, -0.02], [-0.02, 0.00, 0.00], [-0.01, 0.01, 0.01], [0.01, 0.01, 0.00], [0.22, -0.04, 0.08], [0.18, -0.20, -0.20], [0.37, -0.08, 0.64], [0.11, 0.54, -0.14], [-0.40, 0.22, -0.53]], "mulliken_charge": [0.57, -1.63, 1.80, -1.80, -1.97, 1.32, -2.83, 0.87, 0.72, 1.03, -2.37, 1.44, 1.94, -1.86, -1.77, -1.92, 2.34, -2.23, -1.97, -1.99, 0.06, -0.75, -0.93, -0.84, -0.78, 0.83, 1.76, -1.82, -1.55, -1.47, 0.55, 0.32, 0.23, 0.59, 0.27, 0.28, 0.35, 0.18, 0.52, 1.04, 0.71, 0.68, 0.61, 0.31, 0.24, 0.67, 0.25, 0.55, 0.29, 0.26, 0.28, 0.54, 0.25, 0.30, 0.61, 0.33, 0.52, 0.29, 0.08, 0.23, 0.70, 0.50, 0.39, 0.40, 0.48, 0.25, 0.30, 0.53, 0.26, 0.56, -0.03, 0.57, -0.07, 0.27, -1.29, 0.60, -1.22, -0.64, -0.35, 0.80, 0.29, -0.34, 0.97, -0.26, -0.94, -0.53, -0.72, -0.68, 0.50, -0.57, -0.71, -0.49, -0.82, -0.09, 0.49, 0.60, 0.65, -0.03, -0.24, 0.73, 0.85, -1.13, 0.13, 0.48, 0.40, 0.41, 0.46, 0.47, 0.40, 0.39, 0.44, 0.29, -0.88, 1.17, -0.96, -0.28], "spin_multiplicity": 1, "lumo_ha": [0.005, 0.006], "gap_ev": [6.446, 6.217], "fmax_ev_per_a": 1.9, "relative_energy_kj_mol": 0.00}